No. 1
Formula: C4H11N2O
Source: the OMol25 dataset
Level of theory: the ωB97M-V functional and the def2-TZVPD basis

The geometry in XYZ format:
```
18
Properties=species:S:1:pos:R:3:forces:R:3:lowdin_charge:R:1
O 0.7666 -1.3013 -0.0740 0.55 0.62 0.23 0.14
C -0.3025 -1.2645 -0.6034 -0.51 -1.28 -0.57 -0.17
C -1.2263 -0.1222 -0.4044 0.12 0.68 0.27 0.14
C -0.8467 0.9579 0.3964 -0.65 -0.89 1.07 -0.09
C -0.0547 2.0476 -0.5281 1.03 0.88 -0.75 -0.18
N -0.9072 2.6452 -1.4599 0.06 -0.23 -0.36 0.07
N 1.8401 -3.3877 1.8445 -0.04 -0.88 0.03 0.03
H -0.6654 -2.0917 -1.2313 0.04 0.09 -0.08 0.15
H -2.1668 -0.1381 -0.9336 -0.26 0.04 -0.18 0.15
H -1.6985 1.4594 0.8406 -0.09 0.40 -0.17 0.15
H -0.1316 0.6180 1.1453 0.37 0.23 -0.08 0.15
H 0.3642 2.8068 0.1279 -0.44 -0.10 0.47 0.14
H 0.8242 1.5126 -0.8915 -0.22 -0.36 -0.22 0.13
H 2.8234 -3.5898 1.7750 0.12 0.08 -0.04 0.01
H -1.0683 2.1256 -2.3076 -0.06 -0.18 -0.16 0.10
H -0.7146 3.6035 -1.7042 -0.05 0.26 0.40 0.11
H 1.5950 -3.2103 2.8014 -0.07 0.27 0.11 0.01
H 1.5693 -2.6708 1.2069 0.09 0.39 0.04 -0.06
```
Forces are in eV/Å.

Output
Net charge ... +1
Largest force on an atom ... 1.6 eV/A
Molecular weight ... 103.14 g mol⁻¹

---

No. 2
Formula: C4H11N2O
Source: the OMol25 dataset
Level of theory: the ωB97M-V functional and the def2-TZVPD basis

The geometry in XYZ format:
```
18
Properties=species:S:1:pos:R:3:forces:R:3:lowdin_charge:R:1
N 1.9679 1.0609 1.6232 0.39 0.01 -0.11 0.19
C 1.2480 0.4844 0.4592 -0.28 0.07 -0.33 -0.05
C 0.0258 -0.2274 1.0706 -0.14 0.07 0.30 -0.46
N -0.7864 -0.9007 0.2701 0.46 0.07 -0.41 0.10
C -0.7533 -0.9052 -1.1968 -0.38 0.09 0.01 -0.21
C -1.9481 -0.1582 -1.7733 0.23 0.23 -0.11 -0.07
O -0.1054 -0.1298 2.2872 0.11 0.01 0.00 0.06
H 2.2812 2.0158 1.4614 -0.07 0.05 0.12 0.18
H 2.7807 0.4960 1.8685 0.02 0.05 0.05 0.18
H 1.2857 0.9770 2.4133 -0.22 -0.07 0.07 0.15
H 0.9741 1.2780 -0.2367 -0.08 -0.01 0.16 0.14
H 1.8942 -0.2011 -0.0717 0.13 -0.18 -0.03 0.14
H -1.5138 -1.4389 0.7179 -0.09 0.14 0.13 0.17
H 0.1893 -0.5039 -1.5627 0.04 0.06 0.11 0.11
H -0.7908 -1.9355 -1.5169 0.06 -0.35 -0.10 0.12
H -2.8613 -0.5399 -1.3241 -0.14 0.13 -0.02 0.08
H -2.0093 -0.2948 -2.8460 0.00 -0.29 -0.21 0.08
H -1.8786 0.9233 -1.6431 -0.05 -0.07 0.36 0.08
```
Forces are in eV/Å.

Output
SMILES ... CCNC(=O)C[NH3+]
Net charge ... +1
Largest force on an atom ... 0.6 eV/A
Molecular weight ... 103.14 g mol⁻¹

---

No. 3
Formula: C4H11N2O
Source: the OMol25 dataset
Level of theory: the ωB97M-V functional and the def2-TZVPD basis

The geometry in XYZ format:
```
18
Properties=species:S:1:pos:R:3:forces:R:3:lowdin_charge:R:1
N 0.4015 -0.5834 -1.7028 -0.23 0.76 -0.02 0.17
C -0.9182 -0.8605 -1.0231 0.77 -0.13 -0.71 -0.09
C -0.6204 -1.1874 0.4305 -1.28 2.00 0.94 -0.18
N 0.4700 -0.3979 0.9487 1.37 -0.77 0.26 -0.08
C 0.2273 0.9170 1.4538 0.43 1.21 0.53 -0.17
C 0.5949 2.0561 0.5401 -0.07 0.89 0.78 -0.22
O 0.7261 1.9463 -0.6344 0.28 -0.66 -2.02 0.06
H 0.7831 -1.3760 -2.1973 0.05 -0.24 -0.24 0.17
H 1.0166 -0.3045 -0.9309 0.45 -0.11 0.66 0.11
H 0.4359 0.2639 -2.2713 -0.40 -0.18 -0.30 0.16
H -1.6082 -0.0412 -1.1876 0.24 0.28 0.12 0.14
H -1.3063 -1.7184 -1.5189 -0.62 -0.62 -0.33 0.12
H -0.4866 -2.2095 0.6001 0.70 -1.61 0.00 0.11
H -1.5412 -0.9599 0.9890 0.03 -0.04 -0.09 0.14
H 1.1530 -0.9092 1.5315 -0.93 0.35 -0.60 0.16
H -0.8173 1.1530 1.6572 -0.38 -0.37 0.39 0.14
H 0.7944 1.1243 2.3682 -0.26 -0.34 0.12 0.14
H 0.6955 3.0873 0.9474 -0.15 -0.45 0.51 0.14
```
Forces are in eV/Å.

Output
SMILES ... [NH3+]CCNCC=O
Net charge ... +1
Largest force on an atom ... 2.6 eV/A
Molecular weight ... 103.14 g mol⁻¹

---

No. 4
Formula: C4H11N2O
Source: the OMol25 dataset
Level of theory: the ωB97M-V functional and the def2-TZVPD basis

The geometry in XYZ format:
```
18
Properties=species:S:1:pos:R:3:forces:R:3:lowdin_charge:R:1
N 0.5449 -1.1081 -1.2244 -0.69 -2.09 0.58 0.17
C -0.5124 -1.7104 -0.3101 -0.17 -0.89 -0.92 -0.12
C -1.0854 -0.6158 0.5614 0.02 -0.02 0.19 -0.17
N 0.0656 0.1933 0.9529 -0.72 -0.17 0.82 -0.09
C -0.0332 1.6232 0.8143 0.05 0.53 -0.33 -0.15
C 1.0508 2.0711 -0.1442 0.23 0.63 0.11 -0.17
O 1.4545 1.3233 -0.9976 0.31 -0.04 -0.20 0.04
H 1.2266 -1.8516 -1.3635 0.61 0.50 0.21 0.17
H 0.8680 -0.2366 -0.7313 0.69 -0.01 -0.29 0.08
H 0.2411 -0.9011 -2.1614 -0.60 0.43 -0.32 0.16
H -1.1907 -2.3081 -0.9198 -0.42 0.49 -0.03 0.13
H -0.0559 -2.4872 0.3042 0.52 0.38 0.09 0.13
H -1.5926 -1.0665 1.4178 0.02 -0.02 -0.07 0.13
H -1.8344 -0.0082 0.0595 0.07 0.05 -0.24 0.13
H 0.4117 -0.1311 1.8468 0.12 0.41 0.00 0.14
H -0.9542 1.8972 0.2837 -0.07 -0.08 0.04 0.14
H -0.0759 2.2315 1.7188 0.30 -0.27 0.19 0.13
H 1.4713 3.0851 -0.1070 -0.26 0.17 0.18 0.14
```
Forces are in eV/Å.

Output
SMILES ... [NH3+]CCNCC=O
Net charge ... +1
Largest force on an atom ... 2.3 eV/A
Molecular weight ... 103.14 g mol⁻¹

---

No. 5
Formula: C4H11N2O
Source: the OMol25 dataset
Level of theory: the ωB97M-V functional and the def2-TZVPD basis

The geometry in XYZ format:
```
18
Properties=species:S:1:pos:R:3:forces:R:3:lowdin_charge:R:1
O -0.7985 0.0353 1.6515 0.21 -0.19 0.48 0.17
C -0.9626 0.2767 0.4931 -0.29 0.21 0.20 -0.17
C -0.2045 -0.4902 -0.5249 0.67 -0.10 0.08 0.15
C -0.4879 -0.3674 -1.8823 -1.55 -0.84 -0.32 -0.12
C 0.4497 0.7299 -2.5847 1.28 0.46 -0.05 -0.18
N 1.8274 0.3673 -2.4687 -0.43 -0.07 0.07 0.05
N -0.3384 -0.6246 4.6281 -0.19 -0.13 -0.14 0.02
H -1.6927 1.0204 0.1509 -0.02 0.07 -0.23 0.15
H 0.5997 -1.1488 -0.1843 -0.18 0.14 0.18 0.17
H -0.3841 -1.3399 -2.3753 0.48 0.25 -0.28 0.16
H -1.5093 0.0068 -2.0105 0.09 0.17 -0.15 0.15
H 0.1700 0.7467 -3.6328 -0.19 -0.09 -0.03 0.14
H 0.1840 1.6829 -2.1286 -0.23 -0.02 0.10 0.13
H 2.1898 0.3812 -1.5263 0.15 0.20 0.02 0.09
H 2.4323 0.8874 -3.0912 -0.01 -0.19 -0.12 0.11
H -0.9828 0.0920 4.3267 -0.05 0.10 0.11 -0.01
H 0.3368 -0.7445 3.8884 0.19 0.00 0.06 -0.02
H 0.1320 -0.3092 5.4642 0.06 0.03 0.01 0.01
```
Forces are in eV/Å.

Output
Net charge ... +1
Largest force on an atom ... 1.8 eV/A
Molecular weight ... 103.14 g mol⁻¹

---

No. 6
Formula: C4H11N2O
Source: the OMol25 dataset
Level of theory: the ωB97M-V functional and the def2-TZVPD basis

The geometry in XYZ format:
```
18
Properties=species:S:1:pos:R:3:forces:R:3:lowdin_charge:R:1
C -1.6852 0.0600 0.5022 1.45 0.44 -0.79 0.01
C 0.9628 -0.7274 1.3013 -0.75 -1.85 -0.90 0.01
C 1.2732 1.7434 -0.4399 -0.20 -1.85 3.93 0.04
C 0.5760 -0.5670 -0.1585 -1.15 -2.02 0.31 -0.47
N -2.4256 0.2284 -0.5246 -2.32 0.69 -0.07 0.07
N 0.3863 -1.6945 -0.8560 -1.23 -2.22 2.81 0.20
O 0.7825 0.4288 -0.9367 1.78 1.48 -0.08 -0.03
H -2.1139 0.4770 1.3852 -0.93 -0.18 0.92 0.05
H 0.1365 -0.9310 2.0303 0.74 -0.12 -1.16 0.11
H 1.7157 -1.5482 1.2643 -0.35 0.73 0.56 0.12
H 1.3635 0.1822 1.5683 1.31 1.85 1.01 0.04
H 0.4836 1.9880 0.3440 1.17 0.54 -1.25 0.12
H 1.3412 2.2854 -1.2966 -0.52 1.89 -2.20 0.06
H 2.3325 1.8274 0.0250 -1.73 -1.10 -0.59 0.14
H -3.4309 0.5387 -0.5273 1.24 -0.11 0.23 0.15
H 0.4157 -1.8403 -1.8154 0.16 0.81 -2.06 0.11
H -2.0887 0.1032 -1.4581 0.40 -0.58 -0.53 0.10
H -0.0254 -2.5542 -0.4076 0.96 1.62 -0.13 0.17
```
Forces are in eV/Å.

Output
Net charge ... +1
Largest force on an atom ... 4.3 eV/A
Molecular weight ... 103.14 g mol⁻¹

---

No. 7
Formula: C4H11N2O
Source: the OMol25 dataset
Level of theory: the ωB97M-V functional and the def2-TZVPD basis

The geometry in XYZ format:
```
18
Properties=species:S:1:pos:R:3:forces:R:3:lowdin_charge:R:1
C 1.5415 -1.3080 0.3490 -0.72 -1.69 1.45 -0.06
C 2.2594 0.6512 -0.6697 -3.34 1.19 0.35 -0.05
C -1.2547 -0.5104 -0.1283 -2.66 1.16 -1.70 -0.22
C -3.4258 0.5234 -0.0219 -1.91 -0.26 1.03 -0.04
N 2.1879 -0.1984 0.4799 2.06 1.17 -0.20 -0.07
N -0.2663 -0.8647 0.5279 3.01 -1.75 1.71 0.14
O -2.2297 0.0158 0.5718 -0.06 0.42 0.15 -0.08
H 1.7833 -2.0000 1.1857 -1.10 0.20 -0.71 0.15
H 1.3501 -1.7292 -0.6013 0.54 -0.39 -0.86 0.11
H 2.6357 1.6238 -0.5698 0.58 1.32 1.16 0.08
H 2.7190 0.3462 -1.5391 1.41 -1.87 -1.51 0.07
H -1.4252 -0.5775 -1.2482 0.66 -0.09 1.32 0.19
H -3.6996 -0.1404 -0.8653 -0.11 0.55 0.39 0.10
H -3.3414 1.5968 -0.3382 0.09 -1.07 0.39 0.11
H -4.1953 0.3978 0.8621 1.32 0.48 -2.13 0.14
H 2.5118 0.0819 1.3992 0.08 0.07 -0.47 0.17
H 1.1886 0.7861 -0.9584 0.58 0.27 -0.10 0.10
H -0.3551 -0.7651 1.5397 -0.42 0.29 -0.28 0.14
```
Forces are in eV/Å.

Output
Net charge ... +1
Largest force on an atom ... 3.9 eV/A
Molecular weight ... 103.14 g mol⁻¹

---

No. 8
Formula: C4H11N2O
Source: the OMol25 dataset
Level of theory: the ωB97M-V functional and the def2-TZVPD basis

The geometry in XYZ format:
```
18
Properties=species:S:1:pos:R:3:forces:R:3:lowdin_charge:R:1
C 1.9163 0.3017 1.9229 -3.73 0.44 -0.89 -0.05
C -1.5074 0.2238 -0.1877 -2.09 -0.84 -2.32 -0.02
C 0.7655 0.9647 -0.7824 -3.86 1.13 0.45 0.05
C 0.3694 -1.4182 -0.3479 -1.12 -0.56 1.95 0.03
N 0.0972 0.2121 1.4754 4.13 0.81 1.21 0.05
N -0.1061 -0.0087 0.0811 2.20 -0.79 -0.31 -0.44
O 2.7699 0.1476 1.1521 -0.05 0.12 1.06 0.15
H 1.6048 0.5867 2.9501 1.44 -0.15 -0.14 0.15
H -2.0080 0.2987 0.7301 -0.72 0.11 1.20 0.08
H -1.6601 1.1485 -0.7450 0.13 -0.06 0.12 0.11
H -2.0062 -0.6170 -0.7819 1.01 1.04 0.74 0.14
H 0.3183 0.6574 -1.7173 0.28 0.90 -0.73 0.10
H 0.6329 2.0854 -0.5253 -0.07 -2.14 -0.25 0.16
H 1.7318 0.6513 -0.7669 2.66 -0.68 0.26 0.04
H 1.4256 -1.4453 0.0800 -1.36 -0.47 -1.43 0.11
H -0.3045 -2.1677 0.2460 1.29 1.35 -1.05 0.14
H 0.1347 -1.5671 -1.4322 0.87 0.18 0.95 0.12
H 0.0631 -0.6317 2.0610 -1.00 -0.38 -0.83 0.09
```
Forces are in eV/Å.

Output
Net charge ... +1
Largest force on an atom ... 4.4 eV/A
Molecular weight ... 103.14 g mol⁻¹

---

No. 9
Formula: C4H11N2O
Source: the OMol25 dataset
Level of theory: the ωB97M-V functional and the def2-TZVPD basis

The geometry in XYZ format:
```
18
Properties=species:S:1:pos:R:3:forces:R:3:lowdin_charge:R:1
C -1.3818 0.0243 0.5312 -0.02 0.73 -2.65 -0.33
C -0.0051 -0.0369 -0.1901 -3.27 -4.36 -0.26 -0.11
C -2.5083 0.8657 -0.1700 3.21 2.79 2.70 0.02
C 2.3595 -0.4268 -0.0511 -2.76 -1.25 -5.92 0.01
N -0.4659 -1.6458 -0.4811 -0.67 2.90 -0.33 0.10
N 1.0958 -0.4190 0.7179 0.20 2.92 0.27 0.01
O -1.6432 -1.3403 0.3699 0.39 -1.65 0.04 -0.11
H -1.1498 0.2116 1.5197 -0.39 0.95 2.48 0.12
H 0.1072 0.5411 -1.0809 1.10 0.55 -0.14 0.15
H -1.9674 1.6958 -0.7612 -1.36 -0.89 1.04 0.12
H -3.2543 1.2177 0.5867 0.83 0.08 -0.79 0.11
H -2.9770 0.2351 -0.7985 -1.59 -2.07 -2.36 0.03
H 2.1450 -1.3379 -0.7909 1.26 1.89 1.51 0.16
H 2.5963 0.5084 -0.7262 -1.31 -1.53 1.59 0.16
H 3.1510 -0.5244 0.5364 3.30 -1.04 2.63 0.04
H -0.9231 -1.7643 -1.4115 0.66 0.21 0.52 0.13
H 1.2594 0.2398 1.4975 -0.66 -0.16 -0.17 0.20
H 0.7129 -1.3110 1.0874 1.08 -0.08 -0.16 0.19
```
Forces are in eV/Å.

Output
SMILES ... C[NH2+][C@H]1NO[C@@H]1C
Net charge ... +1
Largest force on an atom ... 6.7 eV/A
Molecular weight ... 103.14 g mol⁻¹

---

No. 10
Formula: C4H11N2O
Source: the OMol25 dataset
Level of theory: the ωB97M-V functional and the def2-TZVPD basis

The geometry in XYZ format:
```
18
Properties=species:S:1:pos:R:3:forces:R:3:lowdin_charge:R:1
O -1.8774 0.7665 0.5431 -0.28 0.42 -0.10 0.14
C -0.9200 0.0572 0.6234 0.03 0.10 -0.20 -0.18
C 0.1336 0.1254 -0.4346 -0.39 0.35 -0.40 0.12
C 1.3339 -0.5393 -0.3146 -0.60 -1.58 -0.80 -0.11
C 2.5770 0.3872 0.2553 1.30 1.72 0.65 -0.16
N 2.9890 1.4842 -0.5014 -0.54 -0.55 -0.32 0.07
N -4.3122 -1.1921 0.2691 0.33 -0.49 -0.01 0.02
H -0.7785 -0.6572 1.4299 0.15 -0.30 0.34 0.15
H -0.0911 0.7106 -1.3305 -0.13 0.09 0.30 0.16
H 1.6477 -0.9442 -1.2893 0.34 0.43 0.22 0.16
H 1.2250 -1.3360 0.4098 0.33 -0.20 0.42 0.14
H 3.4079 -0.2984 0.3481 -0.11 -0.49 -0.10 0.14
H 2.2985 0.7064 1.2617 -0.33 -0.19 -0.19 0.14
H 3.5270 1.2790 -1.3292 0.13 0.03 -0.02 0.11
H 2.3189 2.2196 -0.6691 0.16 0.18 0.19 0.11
H -4.6976 -1.1506 -0.6633 -0.05 0.14 0.05 0.01
H -5.0608 -1.2207 0.9444 -0.07 0.08 0.00 0.01
H -3.7210 -0.3977 0.4472 -0.28 0.27 -0.03 -0.04
```
Forces are in eV/Å.

Output
Net charge ... +1
Largest force on an atom ... 2.3 eV/A
Molecular weight ... 103.14 g mol⁻¹

---

No. 11
Formula: C4H11N2O2
Source: the OMol25 dataset
Level of theory: the ωB97M-V functional and the def2-TZVPD basis

The geometry in XYZ format:
```
19
Properties=species:S:1:pos:R:3:forces:R:3:lowdin_charge:R:1
N -2.0539 -0.9677 1.5642 0.49 1.07 -3.87 0.07
C -1.3816 0.2922 1.2348 -1.93 -0.14 0.26 -0.20
C -1.1146 0.0367 -0.2285 -3.76 0.29 -0.13 -0.23
N -0.4202 -1.0997 -0.6628 3.97 0.14 -0.31 0.17
C 1.0074 -1.3221 -0.2105 -5.69 0.66 2.30 -0.01
C 2.1739 -0.3650 -1.0481 0.91 3.46 -1.40 -0.16
O 2.0734 0.9714 -0.6953 -0.33 -4.97 -1.26 -0.03
O -0.3483 2.1964 -0.1686 -3.11 -2.64 1.19 0.10
H -1.8783 0.4559 -0.9207 0.45 -0.95 0.32 0.18
H -2.0869 -1.2702 2.4747 0.03 -0.89 2.31 0.06
H -1.7633 -1.6099 0.7993 -1.00 -0.32 2.18 0.08
H -2.0267 1.2632 1.4085 1.44 -2.03 -0.31 0.18
H -0.3967 0.3903 1.6465 0.64 0.36 0.97 0.10
H -0.1633 0.4618 -0.4981 3.40 3.47 -1.17 0.11
H 0.9610 -0.6516 0.6895 1.35 -1.34 -0.13 0.12
H 1.2474 -2.4335 -0.0938 -0.07 1.79 -0.71 0.18
H 2.0033 -0.6479 -2.1523 -0.10 0.72 1.47 0.16
H 3.0550 -0.9255 -0.6482 -0.55 0.56 0.24 0.15
H 0.4557 2.2466 -0.5906 3.86 0.73 -1.94 -0.03
```
Forces are in eV/Å.

Output
Net charge ... +1
Largest force on an atom ... 6.2 eV/A
Molecular weight ... 119.14 g mol⁻¹

---

No. 12
Formula: C4H11N2O2
Source: the OMol25 dataset
Level of theory: the ωB97M-V functional and the def2-TZVPD basis

The geometry in XYZ format:
```
19
Properties=species:S:1:pos:R:3:forces:R:3:lowdin_charge:R:1
C 0.5930 -0.7242 -0.6351 1.29 -0.03 3.12 -0.13
C -0.5918 1.3520 0.5052 2.15 1.81 -1.88 -0.16
C -2.3429 -0.1232 0.5548 -1.01 -1.41 -1.86 -0.22
C 2.0231 -0.6601 -0.1284 -1.50 1.23 -2.44 -0.01
N -0.0380 2.5213 -0.1630 0.80 -2.50 4.98 0.11
N -0.2944 -1.5166 -0.1106 -0.60 -1.55 3.54 0.12
O -1.6642 0.8107 -0.0535 -0.30 0.42 1.14 0.01
O -3.0290 -0.8527 -0.3615 -0.35 -1.25 1.88 0.06
H 0.4139 -0.4512 -1.5843 -0.59 1.08 -3.37 0.10
H -0.4846 1.1276 1.5680 0.45 0.61 -0.28 0.15
H -2.3697 -0.5468 1.5590 0.52 0.89 -0.12 0.17
H 2.5006 0.3068 -0.2482 -0.32 0.30 0.09 0.09
H 2.5498 -1.2967 -0.8163 0.48 -0.68 -0.11 0.10
H 2.0651 -0.9845 0.8402 0.41 -0.94 2.47 0.05
H -0.3938 2.8041 -0.9822 -1.88 0.29 -3.94 0.04
H 0.0236 3.3704 0.3702 0.18 -0.02 0.88 0.09
H -1.0919 -2.0133 -0.5224 0.42 0.83 -0.39 0.14
H -0.2196 -1.7344 0.9372 0.25 0.02 -2.22 0.18
H -3.1551 -0.3400 -1.1333 -0.40 0.90 -1.49 0.10
```
Forces are in eV/Å.

Output
Net charge ... +1
Largest force on an atom ... 5.6 eV/A
Molecular weight ... 119.14 g mol⁻¹

---

Energy above the lowest of the compared OMol25 structures with the same formula, charge and spin, respectively: 118.6 16.3 39.9 42.3 122.3 98.5 78.0 121.8 140.7 115.1 332.7 132.7 kcal/mol.